(1)
A structure of composition C10H17N3O5PdS, computed with wB97M-V/def2-TZVPD.

Last column: Mulliken charge in e.
Geometry (Å):
Pd  0.8189  -0.3765  0.0515  0.252
O  -1.4116  0.3465  2.4201  -0.603
C  -2.1232  0.3315  1.2051  -0.341
C  -2.3372  -1.0529  0.5850  -1.153
N  -1.1127  -1.7423  0.1001  0.604
C  -1.2105  -1.9022  -1.3595  -0.833
C  -1.1707  -0.5746  -2.1367  0.395
O  -1.7963  -0.5159  -3.2033  -0.806
O  -0.4643  0.3409  -1.6177  -0.521
C  -0.9748  -3.0830  0.6955  -0.678
C  -0.9905  -3.2420  2.2439  0.411
O  -0.9062  -4.4343  2.5952  -0.791
O  -1.1115  -2.2325  2.9840  -0.759
H  -1.1778  -0.5892  2.6542  0.584
H  -3.1366  0.7427  1.3690  0.350
H  -1.6312  0.9799  0.4746  0.064
H  -2.8417  -1.6888  1.3148  0.506
H  -3.0242  -0.9137  -0.2590  0.549
H  -0.3601  -2.5027  -1.6958  0.414
H  -2.1287  -2.4401  -1.6364  0.392
H  -1.7705  -3.7443  0.3185  0.264
H  -0.0277  -3.5044  0.3560  0.212
S  2.8466  -0.5702  1.1996  -0.429
C  2.3801  0.8382  0.2743  -0.103
N  3.1532  1.1879  -0.8881  -0.463
C  2.3994  2.0463  -1.8097  -0.318
C  2.0082  3.3178  -1.0754  -0.879
C  1.2019  2.9436  0.1584  -0.213
N  1.9916  2.0298  0.9898  -0.453
H  3.3926  0.3145  -1.3402  0.288
H  1.4905  1.5495  -2.1748  0.132
H  3.0408  2.2792  -2.6653  0.383
H  1.4145  3.9633  -1.7293  0.397
H  2.9102  3.8583  -0.7707  0.372
H  0.2596  2.4811  -0.1680  -0.016
H  0.9573  3.8285  0.7523  0.431
H  1.4426  1.7300  1.7880  0.357

Cartesian forces (eV/Å) of the 2 atoms listed first:
-0.2 -0.3 0.1
0.0 0.0 -0.1

Total charge ... -2
Highest occupied orbital energy ... -0.0470 hartree
Strongest force on any atom ... 0.43 eV/Å
2S+1 ... 1
Relative energy (zero: lowest compared OMol25 entry of this formula, charge and spin) ... 0.4 kcal per mole
Energy ... -1457.89214 a.u.
Kohn-Sham gap ... 0.245 Eh

---

(2)
An isolated molecule of C10H17N3O6 at a distorted geometry, computed with wB97M-V/def2-TZVPD.

Last column: Mulliken charge in e.
Geometry (Å):
N  -3.3971  -1.0644  -2.3697  -0.420
C  -2.0776  -1.2180  -2.1286  0.662
O  -1.5706  -2.0478  -1.3547  -0.669
C  -1.1161  -0.2811  -2.7207  -1.253
C  0.0612  0.2581  -1.9256  -0.101
C  -0.2921  1.5181  -1.2139  -0.211
N  0.9618  2.2381  -0.7719  -0.189
C  1.7777  1.9601  0.3653  -0.297
O  2.3862  2.8390  0.9165  -0.615
C  2.1762  0.5085  0.7788  0.738
N  3.6638  0.1926  1.0497  -0.737
C  1.3536  0.1480  2.0595  -0.629
C  1.3007  -1.3888  2.2249  -0.626
C  0.0608  -1.9519  1.6215  0.526
O  -1.0414  -1.5248  1.7907  -0.661
O  0.3439  -2.9717  0.7371  -0.494
C  -1.3038  1.1856  0.0820  0.320
O  -1.3613  2.0698  1.0062  -0.674
O  -1.9348  0.1176  0.0032  -0.246
H  -4.0213  -1.8397  -2.3851  0.289
H  -3.4863  -0.4585  -3.1216  0.192
H  -1.7906  0.4333  -3.1963  0.487
H  -0.6565  -0.8094  -3.4958  0.314
H  1.0384  0.2895  -2.5496  0.487
H  0.3081  -0.4824  -1.0713  -0.362
H  -0.9643  2.1228  -1.8073  0.620
H  0.8547  3.2281  -0.7925  0.297
H  1.9307  -0.2210  -0.0191  0.202
H  3.9616  0.6352  1.9394  0.318
H  4.2722  0.7678  0.3958  0.304
H  0.2231  0.6225  2.2056  0.258
H  1.8541  0.4303  2.9043  0.518
H  2.2887  -1.7719  1.7877  0.318
H  1.5623  -1.6874  3.3442  0.375
H  -0.1157  -2.7991  -0.0718  0.462
H  -2.0791  -0.3127  0.9256  0.499

Cartesian forces (eV/Å) of the 2 atoms listed first:
0.8 -0.3 0.3
2.3 -2.6 3.5

Total charge ... 0
Highest occupied orbital energy ... -0.3523 hartree
Strongest force on any atom ... 8.36 eV/Å
2S+1 ... 1
SMILES ... NC(=O)CC[C@H](NC(=O)[C@@H](N)CCC(=O)O)C(=O)O
Relative energy (zero: lowest compared OMol25 entry of this formula, charge and spin) ... 79.4 kcal per mole
Energy ... -1006.92924 a.u.
Kohn-Sham gap ... 0.368 Eh

---

(3)
The ion C10H17N4 with charge +1 at a distorted geometry, computed with wB97M-V/def2-TZVPD.

Last column: Mulliken charge in e.
Geometry (Å):
H  -1.9210  2.9877  0.2773  0.265
N  -0.8663  2.9492  0.1970  -0.660
C  -0.3413  1.8309  0.2770  0.041
C  1.0809  1.5508  -0.0612  0.930
C  2.2670  2.2396  -0.3883  -1.013
C  3.2396  1.2840  -0.4012  -0.401
N  2.7416  0.0351  -0.1191  0.059
C  1.3649  0.2059  0.0061  -0.785
N  0.2595  -0.6034  0.4818  1.157
N  0.5531  -1.1189  1.7962  -0.726
C  0.0059  -1.7767  -0.4703  -0.325
C  1.1161  -2.8574  -0.4007  -1.241
C  -0.9832  0.3928  0.4340  0.186
C  -2.1065  0.2123  -0.6906  -0.163
C  -3.4328  0.7779  -0.2057  -1.376
H  2.3973  3.2016  -0.7282  0.536
H  4.3637  1.4747  -0.4258  0.367
H  3.2873  -0.8045  0.0347  0.243
H  1.2006  -0.6745  2.4268  0.230
H  -0.2810  -1.3199  2.3597  0.238
H  -0.9966  -2.1810  -0.4017  0.489
H  0.2804  -1.3443  -1.4199  0.317
H  2.1277  -2.4303  -0.6194  0.241
H  1.1819  -3.3405  0.6947  0.273
H  0.8375  -3.8333  -0.8839  0.407
H  -1.4644  0.3432  1.4472  0.111
H  -1.7627  0.8078  -1.6580  0.270
H  -2.3773  -0.8414  -0.9496  0.299
H  -4.0280  0.3157  0.5530  0.384
H  -4.2803  0.6309  -1.1063  0.316
H  -3.4638  1.8861  -0.0561  0.332

Cartesian forces (eV/Å) of the 2 atoms listed first:
1.7 -0.2 0.3
-2.1 1.3 0.0

Total charge ... +1
Highest occupied orbital energy ... -0.4657 hartree
Strongest force on any atom ... 4.74 eV/Å
2S+1 ... 1
SMILES ... [H]/N=C1/c2cc[nH]c2[N@+](N)(CC)[C@@H]1CC
Relative energy (zero: lowest compared OMol25 entry of this formula, charge and spin) ... 53.1 kcal per mole
Energy ... -609.88920 a.u.
Kohn-Sham gap ... 0.370 Eh

---

(4)
An isolated molecule of C10H17NO at a distorted geometry, computed with wB97M-V/def2-TZVPD.

Last column: Mulliken charge in e.
Geometry (Å):
C  0.7704  1.7099  -1.5677  0.093
C  0.0323  1.9635  -0.2905  -0.774
C  -1.1732  1.0625  -0.0177  0.695
C  0.2097  -1.1317  -0.2757  0.423
C  -0.6049  -0.1397  0.5857  -0.112
C  1.5532  -0.6381  -0.9713  0.202
C  -2.1859  1.8772  0.9106  -1.749
C  -0.5587  -1.7633  -1.4999  -1.623
C  -0.3856  -0.2823  2.0383  -1.765
C  2.4722  -1.7739  -1.4305  -1.546
N  1.4249  0.4271  -1.7221  -0.043
O  0.8613  2.4770  -2.5353  -0.650
H  0.6694  1.9756  0.5237  0.462
H  -0.3185  3.0654  -0.3427  0.388
H  -1.5949  0.9721  -0.9990  0.442
H  0.4134  -1.9362  0.4387  0.570
H  -1.5282  2.4300  1.6641  0.361
H  -2.7110  1.1772  1.5481  0.452
H  -2.9256  2.4317  0.3449  0.368
H  -1.5546  -2.1571  -1.1937  0.395
H  -0.1165  -2.6976  -1.7374  0.460
H  -0.7037  -0.9984  -2.2167  0.349
H  -1.0899  -1.0538  2.3661  0.296
H  -0.6855  0.6839  2.4383  0.413
H  0.6134  -0.6073  2.3261  0.459
H  2.2820  -2.2284  -2.4487  0.322
H  2.3783  -2.5677  -0.6702  0.312
H  3.4029  -1.2825  -1.5070  0.517
H  1.8496  0.3457  -2.6744  0.285

Cartesian forces (eV/Å) of the 2 atoms listed first:
1.3 -1.1 -1.9
-1.4 3.3 -1.7

Total charge ... 0
Highest occupied orbital energy (spin up / spin down) ... -0.2596 / -0.2384 hartree
Strongest force on any atom ... 5.03 eV/Å
2S+1 ... 1
Relative energy (zero: lowest compared OMol25 entry of this formula, charge and spin) ... 67.8 kcal per mole
Energy ... -521.08978 a.u.
Kohn-Sham gap (spin up / spin down) ... 0.279 / 0.268 Eh

---

(5)
An isolated molecule of C10H17NO2 at a distorted geometry, computed with wB97M-V/def2-TZVPD.

Last column: Mulliken charge in e.
Geometry (Å):
C  -0.9690  -1.5405  1.2881  0.527
C  -1.6367  1.0396  1.6621  -1.155
C  -2.2911  -0.9237  0.9240  -0.530
C  -0.7692  -0.0703  -0.3878  -1.868
C  -0.9869  1.3158  0.1802  2.462
C  -2.0061  2.0042  -0.7072  -2.165
C  0.3867  2.1097  0.4080  -1.883
C  1.9990  -0.9594  -1.0039  -1.108
C  1.1981  -3.1459  0.2249  -1.119
C  1.3014  -1.6103  0.1847  0.241
N  -0.0330  -1.0850  0.3654  0.496
O  -0.8054  -2.3184  2.1949  -0.642
O  -2.7561  0.1571  1.5414  -0.462
H  -0.9681  0.5837  2.4002  0.437
H  -1.9352  1.9615  2.0116  0.734
H  -3.0984  -1.4489  0.6265  0.573
H  -1.2180  -0.4080  -1.2795  0.386
H  -1.5120  2.2310  -1.5591  0.590
H  -2.2849  2.8625  -0.1355  0.424
H  -2.6950  1.3148  -0.8614  0.541
H  0.4755  2.6689  -0.4871  0.413
H  1.1888  1.4257  0.6099  0.413
H  0.2445  2.5983  1.2507  0.544
H  1.7305  0.0844  -1.1623  0.312
H  3.1679  -0.8013  -0.8696  0.260
H  1.6358  -1.5744  -1.9011  0.297
H  1.1154  -3.3572  -0.9097  0.219
H  0.2385  -3.4524  0.8133  0.318
H  2.0564  -3.7441  0.6206  0.322
H  1.6936  -1.3135  1.1216  0.424

Cartesian forces (eV/Å) of the 2 atoms listed first:
1.2 -0.3 -0.5
0.6 -1.0 -1.4

Total charge ... 0
Highest occupied orbital energy ... -0.2936 hartree
Strongest force on any atom ... 5.16 eV/Å
2S+1 ... 1
Relative energy (zero: lowest compared OMol25 entry of this formula, charge and spin) ... 125.6 kcal per mole
Energy ... -596.30169 a.u.
Kohn-Sham gap ... 0.320 Eh

---

(6)
A cluster of 2 separate species, C10H17NO3P in total at a distorted geometry, computed with wB97M-V/def2-TZVPD.

Last column: Mulliken charge in e.
Geometry (Å):
C  -1.5028  -0.5495  -0.4838  -0.797
C  -1.1059  1.1585  1.2465  -0.583
C  -2.6029  -0.9953  0.2013  -0.643
C  -2.3319  0.8379  1.8099  -0.765
C  -0.7715  0.5796  -0.0201  1.044
C  -3.1055  -0.2620  1.2792  0.655
C  0.7321  3.5517  -0.6629  -0.931
C  2.3111  -2.0797  -2.3526  -0.841
C  1.0218  -2.4594  1.3701  -0.534
C  0.4054  0.9870  -0.8106  -1.283
N  1.2150  2.1509  -0.4261  -0.104
O  -4.3817  -0.5345  1.7257  -0.494
O  2.2182  -2.0972  -0.9291  -0.205
O  1.9636  -1.4239  1.4350  -0.244
P  2.4260  -0.8287  0.0093  0.424
H  -1.2247  -1.0012  -1.3707  0.534
H  -0.4918  1.9586  1.5938  0.333
H  -2.9710  -1.9490  -0.1153  0.434
H  -2.5617  1.0298  2.8510  0.311
H  1.4614  4.2716  -0.2840  0.389
H  0.7811  3.6536  -1.7880  0.328
H  -0.2517  3.6989  -0.3167  0.373
H  2.8435  -2.9739  -2.5154  0.341
H  2.8734  -1.3609  -2.8262  0.395
H  1.3577  -2.2832  -2.6622  0.326
H  1.5364  -3.3400  1.5091  0.367
H  0.6099  -2.5308  0.3559  0.217
H  0.1895  -2.1426  2.0036  0.256
H  0.3542  0.8807  -1.8796  0.450
H  2.0795  2.0027  -1.0073  0.453
H  1.5376  2.0377  0.6220  0.503
H  -4.6143  0.0126  2.4379  0.292

Cartesian forces (eV/Å) of the 2 atoms listed first:
0.3 2.5 2.1
-0.6 -0.7 -2.4

Total charge ... +1
Highest occupied orbital energy (spin up / spin down) ... -0.3733 / -0.3733 hartree
Strongest force on any atom ... 3.28 eV/Å
2S+1 ... 1
Energy ... -1012.72149 a.u.
Kohn-Sham gap (spin up / spin down) ... 0.236 / 0.236 Eh